# 1
{"formula": "C4H5F2N", "method": "ωB97M-V with the def2-TZVPD basis set", "homo_lumo_gap_ev": 10.958, "largest_force_ev_per_a": 6.48, "spin_multiplicity": 1, "smiles": "C#CC(F)(F)CN", "relative_energy_kj_mol": 239.4, "charge": 0, "symbols": ["C", "C", "C", "F", "F", "C", "N", "H", "H", "H", "H", "H"], "coordinates": [[-2.343, -0.672, -1.372], [-1.307, -0.133, -1.184], [0.168, 0.384, -0.549], [1.128, 0.488, -1.526], [-0.024, 1.764, -0.169], [0.545, -0.463, 0.606], [1.412, 0.173, 1.587], [-3.266, -0.852, -1.888], [0.939, -1.356, 0.278], [-0.369, -0.831, 1.024], [2.323, 0.521, 1.336], [0.794, 0.975, 1.855]]}

# 2
{"formula": "C18H58O11", "method": "ωB97M-V with the def2-TZVPD basis set", "homo_lumo_gap_ev": 9.767, "largest_force_ev_per_a": 1.61, "spin_multiplicity": 1, "smiles": "CC(C)O.CC(C)O.CCO.CCO.CCO.CO.CO.CO.CO.CO.CO", "relative_energy_kj_mol": 403.5, "charge": 0, "symbols": ["C", "C", "C", "O", "H", "H", "H", "H", "H", "H", "H", "H", "C", "C", "C", "O", "H", "H", "H", "H", "H", "H", "H", "H", "C", "C", "O", "H", "H", "H", "H", "H", "H", "C", "C", "O", "H", "H", "H", "H", "H", "H", "C", "C", "O", "H", "H", "H", "H", "H", "H", "C", "O", "H", "H", "H", "H", "C", "O", "H", "H", "H", "H", "C", "O", "H", "H", "H", "H", "C", "O", "H", "H", "H", "H", "C", "O", "H", "H", "H", "H", "C", "O", "H", "H", "H", "H"], "coordinates": [[-19.994, -13.689, -29.931], [-19.884, -15.123, -30.433], [-19.464, -16.035, -29.271], [-21.070, -15.550, -31.041], [-18.989, -13.361, -29.664], [-20.658, -13.594, -29.071], [-20.416, -12.987, -30.651], [-19.091, -15.155, -31.185], [-20.293, -16.237, -28.591], [-18.653, -15.593, -28.691], [-19.104, -16.996, -29.641], [-21.047, -16.510, -31.002], [-13.488, -12.300, -24.656], [-13.959, -13.320, -23.632], [-14.444, -14.605, -24.256], [-12.846, -13.683, -22.829], [-13.103, -11.401, -24.171], [-14.297, -11.974, -25.311], [-12.649, -12.659, -25.253], [-14.710, -12.837, -23.002], [-13.626, -15.129, -24.749], [-15.244, -14.436, -24.977], [-14.861, -15.239, -23.472], [-12.567, -12.874, -22.392], [-14.167, -19.738, -29.859], [-15.121, -19.726, -28.685], [-15.941, -18.567, -28.768], [-14.693, -19.791, -30.813], [-13.549, -20.634, -29.802], [-13.637, -18.786, -29.836], [-14.552, -19.737, -27.752], [-15.749, -20.618, -28.647], [-16.757, -18.718, -28.285], [-19.747, -20.355, -21.672], [-18.801, -21.051, -20.674], [-17.579, -21.306, -21.331], [-19.959, -21.067, -22.470], [-19.232, -19.469, -22.039], [-20.735, -20.180, -21.246], [-19.247, -22.001, -20.372], [-18.615, -20.437, -19.790], [-17.079, -21.942, -20.814], [-21.919, -13.776, -26.683], [-22.949, -13.546, -25.550], [-23.482, -14.779, -25.042], [-22.321, -14.294, -27.553], [-21.034, -14.300, -26.320], [-21.520, -12.818, -27.020], [-23.696, -12.823, -25.880], [-22.421, -13.070, -24.721], [-24.422, -14.610, -24.949], [-18.193, -16.695, -25.734], [-17.884, -17.943, -25.122], [-17.777, -16.812, -26.733], [-19.241, -16.387, -25.739], [-17.661, -15.962, -25.123], [-17.966, -17.864, -24.164], [-16.467, -17.672, -21.892], [-17.679, -17.225, -22.525], [-16.664, -18.624, -21.396], [-15.687, -17.781, -22.644], [-16.136, -17.001, -21.099], [-18.286, -16.832, -21.892], [-18.189, -13.904, -22.968], [-18.412, -13.043, -24.058], [-17.147, -14.143, -22.748], [-18.603, -13.445, -22.069], [-18.752, -14.840, -23.000], [-18.025, -13.371, -24.873], [-19.944, -19.881, -27.159], [-18.541, -19.721, -27.186], [-20.232, -20.712, -26.509], [-20.525, -18.999, -26.888], [-20.284, -20.250, -28.128], [-18.322, -19.243, -26.375], [-21.186, -17.378, -23.500], [-21.847, -17.121, -24.731], [-21.953, -17.505, -22.736], [-20.545, -18.253, -23.599], [-20.501, -16.546, -23.318], [-22.277, -16.260, -24.744], [-16.137, -20.993, -24.525], [-14.764, -21.308, -24.469], [-16.602, -21.534, -23.698], [-16.358, -19.926, -24.486], [-16.541, -21.422, -25.441], [-14.474, -21.104, -23.577]]}

# 3
{"formula": "C3H5N2", "method": "ωB97M-V with the def2-TZVPD basis set", "homo_lumo_gap_ev": [8.210, 8.737], "largest_force_ev_per_a": 4.53, "spin_multiplicity": 3, "relative_energy_kj_mol": 0.0, "charge": 1, "symbols": ["C", "C", "C", "N", "N", "H", "H", "H", "H", "H"], "coordinates": [[1.826, 0.340, 0.044], [-0.060, -0.965, 0.010], [-0.542, 0.439, 0.054], [0.767, 1.196, -0.036], [1.256, -0.924, 0.040], [-1.120, 0.717, 0.946], [-0.713, -1.734, -0.107], [-1.161, 0.622, -0.915], [0.655, 2.255, 0.062], [1.924, -1.734, -0.078]]}

# 4
{"formula": "C2H16O7", "method": "ωB97M-V with the def2-TZVPD basis set", "homo_lumo_gap_ev": 10.410, "largest_force_ev_per_a": 3.43, "spin_multiplicity": 1, "smiles": "OCCO.O.O.O.O.O", "relative_energy_kj_mol": 106.4, "charge": 0, "symbols": ["O", "C", "C", "O", "H", "H", "H", "H", "H", "H", "O", "H", "H", "O", "H", "H", "O", "H", "H", "O", "H", "H", "O", "H", "H"], "coordinates": [[-14.070, 11.839, 17.321], [-13.827, 12.947, 18.219], [-12.549, 13.555, 17.717], [-12.158, 14.457, 18.682], [-14.876, 11.547, 17.627], [-14.605, 13.651, 18.033], [-13.756, 12.592, 19.272], [-12.676, 14.030, 16.774], [-11.839, 12.801, 17.569], [-11.757, 13.893, 19.312], [-16.000, 15.717, 13.506], [-16.198, 15.933, 12.551], [-15.365, 16.302, 13.860], [-12.892, 12.290, 14.879], [-13.405, 12.177, 15.695], [-12.097, 11.883, 15.180], [-15.032, 12.633, 12.838], [-14.390, 12.571, 13.527], [-15.836, 12.446, 13.279], [-17.953, 12.501, 14.231], [-18.008, 11.864, 14.956], [-17.537, 13.259, 14.638], [-15.838, 13.855, 15.457], [-15.860, 14.502, 14.748], [-15.078, 13.978, 15.945]]}

# 5
{"formula": "C39H21MgN9STe", "method": "ωB97M-V with the def2-TZVPD basis set", "homo_lumo_gap_ev": 4.170, "largest_force_ev_per_a": 1.01, "spin_multiplicity": 1, "charge": -2, "symbols": ["Mg", "C", "C", "C", "C", "C", "N", "C", "C", "C", "C", "C", "C", "C", "C", "N", "C", "N", "C", "N", "C", "N", "C", "N", "C", "N", "C", "C", "C", "C", "C", "C", "C", "C", "C", "C", "C", "C", "C", "C", "N", "H", "H", "H", "H", "H", "H", "H", "H", "H", "H", "H", "H", "H", "H", "H", "H", "S", "C", "N", "C", "C", "C", "C", "C", "C", "H", "H", "H", "H", "H", "Te"], "coordinates": [[0.044, -0.093, 0.031], [0.913, 4.535, -4.600], [1.960, 3.705, -5.004], [2.160, 2.468, -4.402], [1.289, 2.079, -3.399], [1.252, 0.858, -2.578], [2.159, -0.041, -2.599], [2.168, -1.166, -1.796], [3.181, -2.148, -1.809], [4.357, -2.326, -2.566], [5.169, -3.397, -2.284], [4.840, -4.321, -1.254], [3.698, -4.167, -0.504], [2.853, -3.074, -0.771], [1.656, -2.598, -0.176], [1.062, -3.184, 0.939], [0.080, -2.643, 1.578], [-0.571, -1.451, 1.340], [-1.559, -1.269, 2.285], [-2.387, -0.292, 2.421], [-2.420, 0.798, 1.562], [-1.589, 1.055, 0.524], [-1.962, 2.227, -0.079], [-1.346, 2.823, -1.163], [-0.464, 2.250, -1.888], [0.083, 0.926, -1.741], [0.250, 2.911, -2.991], [0.050, 4.147, -3.582], [-3.070, 2.764, 0.607], [-3.858, 3.919, 0.433], [-4.904, 4.141, 1.294], [-5.203, 3.226, 2.341], [-4.452, 2.090, 2.522], [-3.371, 1.845, 1.656], [-1.547, -2.433, 3.203], [-2.320, -2.746, 4.306], [-2.051, -3.934, 4.979], [-1.028, -4.781, 4.549], [-0.257, -4.461, 3.437], [-0.531, -3.280, 2.771], [1.267, -1.470, -0.818], [0.773, 5.491, -5.091], [2.624, 4.031, -5.797], [2.971, 1.815, -4.701], [4.606, -1.624, -3.353], [6.082, -3.545, -2.852], [5.502, -5.159, -1.064], [3.443, -4.869, 0.281], [-0.762, 4.781, -3.250], [-3.638, 4.610, -0.373], [-5.522, 5.025, 1.176], [-6.041, 3.432, 2.999], [-4.680, 1.388, 3.316], [-3.109, -2.074, 4.623], [-2.641, -4.210, 5.845], [-0.835, -5.699, 5.093], [0.539, -5.111, 3.093], [4.346, 0.943, 1.694], [2.969, 0.067, 1.116], [1.890, 0.751, 0.982], [2.084, 2.082, 1.341], [1.110, 3.081, 1.309], [1.466, 4.355, 1.700], [2.768, 4.649, 2.123], [3.740, 3.670, 2.162], [3.382, 2.383, 1.766], [3.056, -0.987, 0.865], [0.101, 2.850, 0.987], [0.720, 5.138, 1.677], [3.019, 5.659, 2.423], [4.750, 3.892, 2.482], [-1.437, -0.396, -2.773]]}